{"formula": "C29H30N3RuSSb", "method": "the ωB97M-V functional and the def2-TZVPD basis", "elements": ["Ru", "C", "C", "C", "C", "C", "C", "N", "Sb", "C", "C", "C", "C", "C", "C", "N", "C", "C", "C", "C", "C", "C", "N", "H", "H", "H", "H", "H", "H", "H", "H", "H", "H", "H", "H", "H", "H", "H", "H", "H", "H", "S", "C", "C", "C", "C", "C", "C", "C", "C", "C", "C", "C", "H", "H", "H", "H", "H", "H", "H", "H", "H", "H", "H", "H"], "coordinates": [[-0.003360, 0.510429, -0.040472], [-3.331625, -0.248896, -0.104889], [-2.522805, -1.510167, -0.089012], [-3.127037, -2.749368, -0.220996], [-2.341759, -3.890577, -0.217606], [-0.976141, -3.765984, -0.049683], [-0.408644, -2.500399, 0.099961], [-1.188033, -1.401472, 0.045810], [1.762808, -2.392529, 0.409577], [1.485611, -1.230664, 2.214127], [2.022115, -1.676628, 3.420492], [1.884600, -0.898478, 4.554713], [1.195550, 0.298094, 4.466823], [0.672405, 0.697032, 3.245177], [-0.071462, 1.991931, 3.118567], [0.832148, -0.054927, 2.141385], [2.428838, -0.021501, -1.797553], [3.206044, -0.535413, -2.859448], [2.595912, -0.885705, -4.037792], [1.219684, -0.729347, -4.198409], [0.495061, -0.231921, -3.130271], [-0.995762, -0.063283, -3.213610], [1.075136, 0.101478, -1.975004], [-4.395954, -0.476740, -0.088683], [-3.083608, 0.376727, 0.752919], [-3.115913, 0.341309, -0.997095], [-4.200953, -2.810270, -0.331613], [-2.796647, -4.867030, -0.329045], [-0.339528, -4.639968, -0.014234], [2.533670, -2.629455, 3.456506], [2.301089, -1.221691, 5.500794], [1.063965, 0.930379, 5.334181], [-0.113902, 2.506676, 4.076976], [0.410658, 2.638897, 2.386148], [-1.087725, 1.818245, 2.763288], [4.264473, -0.687590, -2.718400], [3.189987, -1.289541, -4.849185], [0.720889, -0.986915, -5.121747], [-1.284114, 0.342271, -4.183462], [-1.500522, -1.023954, -3.086557], [-1.345432, 0.619866, -2.437852], [-1.502820, 3.571690, -0.372115], [-0.794981, 2.212043, -0.097014], [4.856119, 1.772666, -1.041601], [4.352531, 0.630933, -0.141911], [4.345476, 1.173647, 1.297566], [2.912441, 0.288116, -0.502600], [5.286373, -0.587200, -0.197880], [6.296341, -0.721344, -1.143936], [7.122806, -1.840878, -1.164996], [6.965241, -2.847042, -0.228068], [5.977055, -2.717503, 0.740287], [5.157848, -1.601943, 0.752381], [4.190259, 2.628756, -0.925553], [4.862683, 1.507812, -2.097570], [5.865292, 2.081696, -0.756552], [3.775892, 2.104670, 1.336814], [5.362599, 1.372189, 1.639225], [3.879506, 0.470208, 1.989289], [2.185737, 0.848791, 0.095320], [6.453331, 0.051126, -1.884908], [7.894771, -1.918707, -1.920296], [7.606937, -3.718160, -0.244604], [5.844667, -3.488406, 1.489219], [4.410000, -1.506819, 1.530200]], "forces_ev_per_a": [[-0.349, 0.486, 0.225], [-0.006, 0.010, 0.012], [0.011, 0.021, -0.023], [-0.034, -0.005, -0.013], [0.013, -0.012, -0.002], [0.026, 0.014, -0.003], [0.051, -0.001, -0.036], [-0.084, 0.040, 0.025], [-0.017, 0.022, 0.034], [0.012, 0.032, -0.013], [-0.004, -0.003, -0.060], [0.012, -0.005, 0.027], [0.010, 0.011, 0.027], [-0.007, -0.012, -0.054], [0.005, -0.021, 0.004], [0.008, 0.157, -0.129], [-0.009, -0.114, -0.156], [-0.037, 0.061, 0.087], [-0.014, -0.022, -0.076], [0.066, 0.035, -0.005], [-0.092, 0.055, 0.084], [-0.002, 0.017, -0.036], [0.247, 0.006, 0.106], [-0.009, 0.006, 0.003], [0.001, -0.007, -0.002], [0.001, -0.011, 0.011], [-0.001, 0.001, 0.002], [0.006, -0.003, -0.003], [-0.002, -0.001, 0.008], [-0.004, 0.000, 0.002], [0.005, -0.005, -0.004], [-0.002, 0.002, -0.002], [0.002, -0.002, 0.001], [0.005, 0.013, 0.004], [0.003, 0.003, -0.003], [0.028, 0.014, -0.020], [0.003, 0.001, 0.006], [-0.005, -0.004, -0.003], [-0.003, -0.034, -0.010], [-0.001, -0.003, 0.033], [0.016, 0.009, -0.012], [-0.029, 0.223, 0.064], [0.159, -0.929, -0.147], [-0.024, 0.029, 0.022], [0.024, -0.091, 0.002], [-0.019, -0.042, 0.033], [-0.114, -0.062, -0.072], [-0.019, 0.044, 0.053], [0.027, -0.035, -0.024], [-0.009, 0.027, -0.005], [-0.032, 0.015, 0.020], [0.020, -0.012, -0.023], [-0.038, 0.018, -0.013], [0.006, 0.010, -0.006], [-0.024, -0.026, -0.031], [0.001, -0.009, 0.005], [-0.009, 0.002, 0.003], [0.001, 0.016, 0.000], [0.000, 0.026, 0.014], [0.258, 0.088, 0.078], [-0.005, -0.002, -0.004], [0.004, 0.002, -0.002], [0.002, -0.005, 0.002], [0.000, 0.000, 0.001], [-0.030, -0.040, -0.002]], "de_lowest_kcal_mol": 0.0, "multiplicity": 5, "s_squared": 6.05, "e_homo_ha": [-0.2126, -0.2272], "orbital_gap_ev": [6.356, 5.469]}